{"formula": "C5H6O", "method": "ωB97M-V/def2-TZVPD", "homo_ev": -8.4, "de_lowest_kj_mol": 587.2, "species": ["C", "C", "O", "C", "C", "C", "H", "H", "H", "H", "H", "H"], "coordinates": [[1.21638, -0.24277, -0.83565], [0.69542, 1.00666, -0.18360], [-0.62364, 1.37526, -0.47910], [-0.88750, 0.92828, 0.84879], [-1.56343, -0.35787, 0.82680], [-2.14723, -1.41299, 0.93936], [0.48690, -1.04417, -0.70842], [2.17543, -0.56063, -0.40996], [1.36027, -0.06978, -1.90702], [1.35183, 1.88122, -0.22136], [0.49828, 0.88750, 1.03854], [-2.56272, -2.39071, 1.09161]], "forces_ev_per_a": [[-0.122, -0.130, -0.003], [-0.037, -0.232, 0.154], [-0.307, 0.190, -0.200], [-0.670, 0.262, -0.338], [0.503, -0.492, 0.034], [0.506, 0.213, 0.120], [0.095, -0.037, -0.081], [-0.200, 0.149, -0.006], [-0.047, 0.000, 0.121], [-0.018, -0.091, 0.201], [0.392, -0.253, 0.125], [-0.097, 0.421, -0.128]]}